{
  "formula": "C48H43I3LaN4O3P",
  "method": "the ωB97M-V functional and the def2-TZVPD basis",
  "relative_energy_kj_mol": 5.7,
  "lumo_energy_ev": -0.4,
  "total_energy_ev": -97028.93629,
  "orbital_gap_ev": 6.363,
  "e_homo_ev": -6.73,
  "total_charge": 0,
  "species": ["La", "C", "C", "N", "C", "C", "C", "O", "C", "C", "N", "C", "C", "C", "C", "C", "C", "I", "C", "O", "H", "H", "H", "H", "H", "H", "H", "H", "H", "H", "H", "H", "I", "C", "C", "C", "I", "C", "O", "C", "C", "N", "C", "C", "C", "C", "C", "C", "N", "C", "H", "H", "H", "H", "H", "H", "H", "H", "H", "H", "H", "C", "C", "C", "C", "C", "C", "C", "P", "C", "C", "C", "C", "C", "C", "C", "C", "C", "C", "C", "C", "C", "C", "H", "H", "H", "H", "H", "H", "H", "H", "H", "H", "H", "H", "H", "H", "H", "H", "H", "H", "H", "H"],
  "coordinates": [[-0.526, -1.130, 0.989], [4.176, -1.269, -0.489], [3.939, -0.068, 0.379], [5.054, 0.599, 0.648], [5.002, 1.696, 1.406], [3.903, 2.088, 2.117], [4.078, 3.189, 3.124], [3.034, 4.223, 3.130], [2.714, 1.326, 1.954], [1.693, 1.326, 3.032], [0.687, 0.535, 3.163], [-0.272, 0.934, 4.192], [-0.577, 2.312, 4.299], [-1.625, 2.725, 5.111], [-2.297, 1.805, 5.893], [-1.920, 0.453, 5.853], [-0.963, 0.029, 4.999], [-0.950, -2.059, 4.702], [2.663, 0.325, 0.930], [1.604, -0.328, 0.683], [4.265, -1.020, -1.549], [5.157, -1.670, -0.178], [3.341, -1.960, -0.340], [5.913, 2.225, 1.432], [4.132, 2.791, 4.137], [5.035, 3.634, 2.873], [2.988, 4.758, 2.318], [1.874, 2.090, 3.804], [-0.096, 2.922, 3.568], [-1.933, 3.766, 5.105], [-3.080, 2.079, 6.617], [-2.486, -0.209, 6.498], [-4.602, -7.323, -2.559], [-3.825, -5.571, -1.655], [-4.492, -4.970, -0.591], [-3.883, -3.865, 0.001], [-4.613, -3.099, 1.779], [-2.764, -3.200, -0.537], [-2.372, -2.077, -0.114], [-2.123, -3.892, -1.623], [-0.805, -3.216, -2.019], [0.168, -3.140, -0.879], [0.408, -4.357, -0.062], [1.532, -4.150, 0.903], [2.800, -4.796, 0.742], [3.831, -4.415, 1.580], [3.586, -3.442, 2.553], [2.327, -2.914, 2.680], [1.341, -3.269, 1.891], [-2.636, -5.055, -2.108], [-5.316, -5.314, -0.045], [-0.323, -3.742, -2.858], [-0.942, -2.111, -2.275], [1.061, -2.921, -1.277], [-0.528, -4.552, 0.455], [0.597, -5.234, -0.721], [2.995, -5.503, -0.098], [4.803, -4.919, 1.512], [4.363, -3.011, 3.154], [2.099, -2.056, 3.326], [-2.104, -5.496, -2.940], [-0.286, 2.606, -4.506], [-1.002, 1.305, -4.473], [-1.419, 0.748, -5.678], [-2.208, -0.383, -5.780], [-2.729, -0.953, -4.624], [-2.334, -0.419, -3.424], [-1.476, 0.650, -3.331], [-0.990, 1.007, -1.618], [0.322, 2.346, -1.522], [-0.033, 3.488, -0.826], [0.944, 4.400, -0.487], [2.233, 4.156, -0.925], [2.587, 2.982, -1.545], [1.623, 2.026, -1.802], [1.925, 0.651, -2.398], [-2.562, 1.725, -1.001], [-3.515, 2.319, -1.807], [-4.664, 2.923, -1.265], [-4.804, 2.984, 0.091], [-3.848, 2.445, 0.917], [-2.669, 1.851, 0.393], [-1.632, 1.280, 1.233], [-0.414, 3.013, -5.489], [0.783, 2.519, -4.286], [-0.679, 3.329, -3.751], [-0.999, 1.176, -6.612], [-2.426, -0.788, -6.761], [-3.353, -1.855, -4.731], [-2.749, -0.843, -2.489], [-1.128, 3.690, -0.736], [0.635, 5.252, 0.056], [3.065, 4.889, -0.708], [3.583, 2.897, -1.881], [1.453, 0.603, -3.373], [1.478, -0.115, -1.762], [2.970, 0.590, -2.504], [-3.349, 2.298, -2.904], [-5.244, 3.540, -1.929], [-5.728, 3.385, 0.521], [-3.961, 2.512, 1.987], [-1.842, 1.592, 2.223], [-0.672, 1.677, 0.888]],
  "atomic_forces_ev_per_a": [[-0.2808, 0.5554, 0.2338], [-0.2760, -0.1613, 0.4015], [0.7237, 0.8735, -0.1011], [-0.7553, -0.1449, -0.4058], [-0.3708, -0.3978, -0.3883], [-1.0227, -0.4073, 0.2171], [-0.7374, 1.0517, -0.7276], [0.4043, -0.7133, 0.1888], [-0.2225, -0.8731, 0.4963], [0.5895, 0.5618, -0.5839], [-1.1686, 0.1489, 0.6449], [1.2099, 0.3816, -0.5164], [-0.5491, -1.6853, 0.0539], [0.1011, 0.3779, -0.0431], [0.1682, -0.5059, 0.8131], [-1.6248, 1.4262, 1.1004], [0.5892, -0.6938, -1.2394], [0.4699, 0.2174, -0.3171], [1.6690, 0.4459, 1.0853], [-0.7263, -0.7388, -0.7337], [-0.1727, 0.0756, 0.0949], [-0.6050, -0.1752, -0.1456], [0.3124, -0.2817, -0.1813], [0.9559, 0.7532, 0.3557], [-0.1909, 0.2115, 0.0387], [0.2380, 0.2728, 0.2940], [0.4369, -0.7423, 0.2555], [-0.1313, -0.1603, -0.2677], [0.1135, 0.7530, -0.0879], [0.0875, -0.0756, 0.0377], [0.3786, 0.0686, -0.6454], [0.2038, -0.2470, -0.1810], [0.1314, 0.3978, 0.2285], [-1.1690, -0.6786, 0.2623], [2.0915, 0.7627, 0.1512], [-0.0868, 0.1101, -0.4004], [-0.2528, 0.1758, 0.3096], [-1.0477, -2.1486, -1.3817], [0.9869, 1.4291, 0.9139], [0.9805, 2.3724, 1.5814], [-0.0754, 0.3506, -0.1055], [0.1126, -0.0171, 0.7238], [-0.7336, -0.5172, -1.0969], [1.6261, -0.5552, 0.0862], [-1.0071, 0.3497, -0.6829], [0.0789, -0.2787, 0.5614], [0.5060, -0.1472, -0.2257], [0.2894, 0.9780, 0.1653], [-1.5838, -0.1003, -1.3220], [0.5388, -0.1523, -1.2267], [-1.2725, -0.9884, 0.0129], [-0.2651, 0.1054, 0.0333], [-0.0879, -1.6287, 0.0039], [0.5076, 0.4491, -0.3551], [-0.0769, -0.2319, 0.2841], [0.0205, 0.3407, 0.4382], [-0.4003, 0.5678, 0.8489], [-0.3244, 0.4589, -0.0740], [0.3854, -0.1980, 0.2431], [0.2500, -0.5666, 0.1005], [-0.0823, -0.3499, -0.0207], [0.3020, 0.5694, 1.1069], [-1.1679, -0.6409, 0.0144], [0.9733, 0.1701, -1.3478], [-0.1083, 0.1271, 0.1234], [-0.0411, -0.6640, -1.1002], [-1.1084, -1.0927, 1.0558], [1.1955, 0.9351, 0.2142], [-0.3137, -0.0110, 0.4407], [-2.1952, -1.0186, 0.7273], [-1.1259, 0.3820, -0.8133], [-0.2112, -0.5902, -0.4755], [1.4794, 1.4941, 1.0854], [-0.6187, 0.2510, -0.1582], [0.5020, -1.2377, -0.5146], [-1.1413, 1.5774, 0.2433], [0.5598, 0.7924, 0.0331], [-0.4052, 0.1283, -0.9106], [1.4749, 0.2559, -1.6631], [-0.9307, -0.1959, 0.9668], [0.9435, -0.3948, -0.1577], [-0.8805, -0.6862, 0.1453], [-0.0674, -0.1924, -0.6295], [0.0919, 0.4327, -0.4763], [-0.0722, 0.0141, -0.1344], [0.1583, -0.5503, -0.6178], [-0.4886, -0.1528, 0.6087], [-0.0673, -0.0194, 0.0540], [0.1922, 0.6132, 0.4279], [0.3618, 0.1860, -0.5163], [1.1327, -0.0547, 0.4930], [0.1146, 1.0049, 0.4121], [-1.1142, -0.7332, -0.2709], [1.0387, -0.5008, -0.1899], [-0.0013, -0.2544, -0.2934], [0.3689, -0.1049, -0.0126], [1.2943, -0.6012, -0.1331], [-0.3384, 0.1296, 0.7664], [-0.6372, -0.2559, -0.1125], [0.4232, 0.1437, -0.0838], [-0.0099, -0.0563, 0.2462], [0.2316, 0.1777, 1.2288], [0.3490, 0.1628, 0.4147]]
}